Here is a 2-piece molecular cluster, C12H23N2O2P overall from the Open Molecules 2025 dataset. Energies are from ωB97M-V/def2-TZVPD.

Last column: Löwdin charge in e.
CARTESIAN COORDINATES (ANGSTROEM)
1 C -0.76874 0.14726 -5.03250  -0.137
2 C -0.13662 1.25087 -4.16531  -0.296
3 C -0.29227 1.18230 -2.63797  -0.426
4 P -1.71968 0.36282 -2.07048  0.557
5 O -3.07638 0.71297 -2.56000  -0.459
6 C 0.85113 0.49068 -1.96172  -0.318
7 C 1.36998 -0.76513 -2.31017  -0.033
8 C 2.40543 -1.31477 -1.56209  -0.077
9 C 2.89019 -0.62453 -0.46847  -0.198
10 N 2.43133 0.57731 -0.09671  0.018
11 C 1.45815 1.10018 -0.85424  -0.154
12 H -0.32642 0.15165 -6.03059  0.061
13 H -1.83401 0.32721 -5.16762  0.062
14 H -0.65613 -0.85196 -4.61154  0.045
15 H -0.58322 2.19337 -4.48580  0.087
16 H 0.92330 1.32482 -4.41670  0.092
17 H -1.51228 -1.06727 -2.10285  -0.007
18 H -1.55692 0.58629 -0.65367  -0.025
19 H 0.97209 -1.30984 -3.15343  0.102
20 H 2.83494 -2.27331 -1.81731  0.098
21 H 3.68181 -1.05617 0.13232  0.094
22 H 1.09014 2.08059 -0.57487  0.104
23 C 0.05575 1.35264 2.83344  -0.021
24 C -0.87918 0.30078 2.26021  -0.315
25 C -1.61411 -0.53994 3.30129  -0.176
26 O -0.73724 -1.46711 3.91196  -0.193
27 C -0.20096 -1.09243 5.17971  -0.073
28 N -0.06729 -0.65942 1.44599  0.225
29 H 0.92019 0.90342 3.32453  0.084
30 H 0.42703 2.00834 2.04608  0.085
31 H -0.47354 1.96529 3.56121  0.096
32 H -1.58859 0.76602 1.57565  0.134
33 H -2.39446 -1.12512 2.80709  0.137
34 H -2.09930 0.10379 4.03653  0.132
35 H -0.88101 -0.42672 5.71294  0.093
36 H 0.77002 -0.60540 5.06966  0.082
37 H -0.06948 -2.00314 5.75973  0.093
38 H 0.63363 -0.18009 0.85293  0.105
39 H -0.65930 -1.22777 0.83641  0.163
40 H 0.41203 -1.29849 2.08637  0.160

Output
Total charge: 0
Energy: -1072.26703 Ha
E_HOMO: -5.875 eV
Orbital gap: 5.7 eV